1.
130
Properties=species:S:1:pos:R:3:forces:R:3 method="wB97M-V/def2-TZVPD" largest_force_ev_per_a=3.60 homo_energy_ev=-8.45 total_charge=0 energy_ha=-7191.467550 relative_energy_kcal_mol=57.5 gap_ev=8.61
C -3.2958 -3.8319 -3.6392 -0.427 -0.212 -0.048
O -0.6184 -2.5249 -5.3377 0.645 0.366 0.213
H 0.0052 -2.0616 1.0963 -0.502 0.410 0.145
H -2.2851 1.7445 -1.3497 -0.147 -0.485 0.707
H -4.3291 3.8441 2.3916 -0.123 0.094 -0.164
H 3.0734 0.3213 -4.9285 -0.263 0.457 0.051
S 5.0331 0.8716 1.6083 0.748 -0.446 0.933
H -3.7954 -5.8529 -0.5618 0.162 0.238 0.065
C 5.5595 4.1858 -0.0359 -0.047 -0.303 0.568
S 0.9031 3.4433 -4.2154 -0.795 1.265 0.500
H 0.5038 -5.5217 -0.6144 0.138 -0.271 0.176
H 4.1325 -3.9318 -1.5444 0.338 0.412 0.220
H -3.3663 -0.4603 6.3800 -0.320 -0.166 -0.047
H 0.1509 3.2415 1.6285 -0.121 0.196 -0.120
H -5.0746 2.6064 1.2339 -0.152 0.688 -0.035
O 2.8846 -0.2472 -2.2899 -0.331 0.530 0.194
H -2.2172 -4.5930 2.8935 0.123 -0.110 0.089
O 1.5397 -2.0847 0.0585 0.906 0.275 -0.249
H -4.9358 1.4359 5.5041 -0.086 0.259 0.076
H -5.3768 -2.0619 4.9794 0.384 0.439 0.099
S -5.7107 2.1408 3.4292 0.297 0.481 -0.004
H 1.2934 3.4378 -1.8900 0.094 0.208 0.233
S 3.5655 1.0381 -2.6799 1.003 -1.810 -0.513
O -1.5432 1.1615 1.1179 0.130 0.229 0.257
C 3.2575 1.0247 1.4754 -0.346 -0.929 -0.828
H 5.9638 1.4778 -2.5282 -0.116 0.021 -0.185
C -0.7752 3.7414 -4.8974 0.151 -0.006 0.368
H 4.4792 0.8893 4.0343 0.429 0.460 -0.021
H 1.5412 0.0475 -0.1615 -0.240 0.261 -0.863
H 0.0420 0.6084 -1.0799 0.251 -0.207 -0.208
H 2.4703 -3.8135 -1.9348 -0.284 0.272 0.313
H 1.0258 1.8024 -0.1970 0.087 0.018 0.197
H -3.5641 1.6567 4.4388 -0.233 0.337 -0.260
C -3.1180 -0.5853 5.3261 0.959 -0.535 0.100
C 0.5456 -2.2586 -2.9833 -0.438 -0.087 -0.574
H -2.6138 1.4074 -2.9393 -0.873 -0.354 -0.367
S 3.8721 4.8035 -0.2608 0.733 -0.828 -1.086
C 0.7214 0.7599 -0.2426 -0.851 -0.444 0.929
C 0.1983 -4.8882 0.2183 -1.114 -0.338 -0.036
H -1.3089 2.7982 -4.7767 -0.124 0.030 -0.166
O -3.0189 -2.2086 3.3046 0.613 -0.234 1.132
C 5.2757 0.7097 -2.1672 0.461 0.308 0.177
S -0.7842 -5.8196 1.4535 0.246 1.144 -0.347
H -2.8981 -4.3239 -4.5256 0.193 -0.177 0.204
H -3.9608 -6.3253 -2.2422 0.274 0.008 -0.002
S -0.2785 0.3395 1.2371 -0.471 -0.185 -0.552
S -2.9136 -2.3310 4.8153 -2.069 1.098 -1.340
H 2.0383 -4.7489 0.7649 3.104 0.256 -0.066
O 0.2254 -6.4147 2.3801 -0.056 -0.040 -0.131
H 0.3425 4.9303 2.3159 -0.118 -0.032 -0.276
H 6.3253 4.9239 -0.2624 -0.074 0.080 0.017
H 5.0408 5.7067 -2.2272 -0.052 0.112 0.190
H -2.1393 -0.1197 5.1921 -0.001 0.027 -0.181
H -0.4471 3.7452 -2.0426 -0.061 -0.508 -0.484
H -4.9309 -5.0207 -1.6804 0.263 0.602 0.203
S 0.5552 -1.7796 -4.7524 -1.068 -0.448 0.440
S -2.5238 -4.4275 -2.0640 -1.210 0.855 -0.407
C -2.8631 1.0302 -1.9452 0.524 0.942 0.204
H 1.7694 3.9235 1.9246 0.034 -0.052 0.112
H 4.7693 0.1054 -4.6601 0.103 -0.019 0.528
C 4.0899 5.2103 -2.0368 -0.082 0.093 0.418
C -4.5060 2.1061 4.7572 0.219 -0.130 0.547
H -3.8579 0.3776 0.6462 0.403 -0.128 -0.224
O -5.3271 0.5346 -2.6917 -0.117 -0.028 0.667
H -3.6854 2.1699 2.1236 0.150 0.154 0.334
H 6.1406 0.1604 3.6200 0.028 0.546 0.186
H -0.2923 -4.0121 -0.2062 -0.320 -0.094 0.209
S 2.9744 -2.5113 0.0913 -0.105 -1.900 -0.874
O 1.0629 4.3088 4.9132 -0.252 -0.386 -0.696
C 0.7344 3.9142 2.2585 -0.270 0.046 0.523
H -0.7195 4.0494 -5.9390 0.267 -0.304 -0.071
O 3.0647 3.5304 -0.2646 -0.165 0.609 0.148
C -1.4092 -4.3014 2.2235 -0.809 -0.469 0.174
H 2.7576 0.0740 1.2585 0.521 -0.206 0.610
H 3.2669 5.8444 -2.3523 -0.058 -0.044 -0.092
H -1.4086 2.6757 5.0438 0.289 -0.034 0.060
O 1.7986 4.5398 -4.6983 0.007 -0.371 -0.041
C -0.7482 -1.3566 0.7444 -0.090 0.301 0.085
H 4.1925 1.7708 -4.8352 -0.257 -0.115 -0.384
H -4.8737 -3.6635 4.6479 0.263 -0.279 0.299
H -1.5629 4.1464 4.1020 -0.094 -0.020 -0.274
H -2.5163 0.0072 -1.8162 0.021 -0.028 0.041
H 0.6498 5.0331 -2.4018 0.301 -0.009 -0.362
H -4.3710 -4.0033 -3.5802 0.045 -0.119 0.029
C 0.5349 3.9513 -2.4756 0.052 -0.329 -0.026
C 3.3075 -3.2185 -1.5696 0.251 -0.235 0.152
H -1.3016 4.5270 -4.3570 0.165 0.009 0.142
C -4.5108 -0.0264 -0.1235 -0.995 -0.093 -0.296
H 3.7883 -4.6936 0.6776 0.156 0.176 0.111
H -0.7755 0.0780 -3.8131 -0.252 -0.310 -0.180
C 5.0955 0.3019 3.3582 -0.383 -0.964 -0.725
O -2.5176 -3.2319 -1.1548 0.201 -0.302 -0.052
H 5.5426 -0.2603 -2.5845 -0.091 0.040 -0.194
C -3.9414 -5.4623 -1.5672 0.067 -0.747 -0.472
H 3.4981 -2.3761 -2.2326 0.080 -0.155 0.005
H 4.6742 -0.7088 3.3899 -0.105 0.038 -0.323
H 1.4155 -1.9323 -2.4208 -0.336 0.289 -0.213
H -4.2516 -1.0182 -0.4967 0.516 0.134 -0.040
C 3.9385 0.7791 -4.4530 0.128 0.591 0.035
O -5.9758 0.7143 3.1051 0.173 -0.053 -0.111
H -0.6724 -3.7523 2.8068 0.318 -0.193 -0.211
S -4.6371 1.1541 -1.5162 0.837 -0.477 -0.543
H -5.4961 -0.1463 0.3349 -0.085 0.321 -0.141
H 5.6887 3.2669 -0.6104 -0.163 0.235 -0.408
H -4.6863 -3.0322 6.3393 -0.094 -0.100 -0.007
H -1.7242 -1.6099 1.1512 -0.104 0.521 0.146
C -1.1775 3.1259 4.0788 0.354 0.179 0.085
O 5.5878 -0.2785 0.7981 -0.689 0.648 0.464
H -1.5967 2.4966 3.2925 0.107 0.168 -0.212
H -3.1829 -2.7597 -3.7931 0.512 -0.024 0.462
C -4.5723 2.8072 2.1825 -0.175 -1.209 -0.241
C -4.6365 -2.8045 5.2762 0.400 -0.250 -0.241
H 4.0648 4.2673 -2.5769 -0.105 -0.106 0.026
H 3.0456 1.6050 0.5756 0.208 0.410 0.518
H -3.8287 -0.1503 4.6267 -0.030 -0.550 0.197
H 2.9945 -3.8568 2.0077 -0.221 -0.227 0.099
S 0.6369 3.2487 3.9344 0.112 -0.156 0.664
C 0.0317 -0.0670 -4.5280 0.940 0.330 0.170
H 1.0619 -4.5539 0.7932 -3.578 0.178 -0.340
H -0.4026 -1.9172 -2.5646 0.093 0.175 0.096
H 2.8514 1.4403 2.3943 -0.005 0.303 -0.096
H 0.4751 -3.3475 -3.0070 0.195 -0.021 -0.088
H -1.8751 -3.6568 1.4802 0.134 -0.182 -0.123
C 2.9023 -4.1151 0.9525 2.496 0.338 0.477
H -4.2994 3.0745 5.2129 -0.243 0.138 -0.182
H -0.1604 0.3780 -5.5031 -0.285 -0.221 -0.039
H 5.6368 3.8423 0.9972 0.019 0.336 0.082
H 0.9119 0.4530 -4.1374 -0.045 -0.063 0.132
H -0.7544 -1.4076 -0.3441 -0.181 -0.015 0.097
H 5.4207 0.6007 -1.0891 -0.526 0.194 -0.051


2.
15
Properties=species:S:1:pos:R:3:forces:R:3 method="wB97M-V/def2-TZVPD" largest_force_ev_per_a=0.61 homo_energy_ev=-9.64 total_charge=0 energy_ha=-345.754636 relative_energy_kcal_mol=31.6 gap_ev=10.42
H 0.2993 -2.0001 0.2939 0.053 0.144 -0.086
C 0.4370 0.1552 0.4928 -0.028 0.004 -0.217
H 0.2292 0.4319 2.3937 0.187 -0.089 0.008
H -1.5699 1.2085 0.1861 0.087 -0.108 -0.031
C 1.1458 1.3045 -0.2149 -0.045 0.052 -0.380
O 1.2148 1.4391 -1.4137 0.021 -0.068 0.607
C -1.0932 0.2282 0.2785 -0.171 0.135 0.046
H -0.7200 -0.0507 -1.8542 -0.108 -0.139 0.112
H 1.2736 -1.2845 -1.0370 -0.088 0.017 0.095
H -1.6762 -1.4045 -1.1720 0.129 0.095 0.046
H -1.5743 -0.3457 1.0788 0.033 0.122 -0.051
O 0.9082 0.0650 1.8147 -0.085 0.071 0.160
H 1.6004 2.0441 0.4797 -0.045 -0.068 -0.065
C -0.9056 -0.6586 -0.9663 -0.099 -0.035 -0.209
C 0.4310 -1.1325 -0.3599 0.159 -0.132 -0.035


3.
54
Properties=species:S:1:pos:R:3:forces:R:3 method="wB97M-V/def2-TZVPD" largest_force_ev_per_a=1.89 homo_energy_ev="-4.79 / -4.79" total_charge=-1 energy_ha=-15012.283142 relative_energy_kcal_mol=0.0 gap_ev="5.88 / 5.88"
C -1.0149 4.1021 -0.2656 -0.005 0.025 0.004
C -0.6103 2.6407 -0.0852 -0.009 0.015 -0.011
H 5.3569 -1.8148 0.6016 -0.004 0.003 0.002
C 0.6772 0.8856 0.9057 0.015 -0.122 0.078
H -2.6877 3.9983 1.1189 -0.003 -0.003 -0.002
C 4.7988 -1.8678 1.5276 0.199 0.177 0.026
Se 0.0484 -4.6214 0.0256 1.020 1.434 0.688
V 1.2241 -3.0308 0.8333 -1.222 -0.277 -0.679
H -3.8699 -1.0707 -2.0339 0.002 -0.002 0.002
H -0.4517 -2.3240 -1.8163 -0.026 0.003 0.016
C -1.2393 1.6465 -0.8221 -0.013 -0.017 -0.001
H -0.5313 6.0664 0.4768 0.001 -0.002 0.001
Sb -1.5072 -7.0160 -1.0374 -0.189 -0.503 -0.168
C -1.5099 -0.1997 -3.1297 0.002 -0.010 0.007
C 5.2139 -1.1609 2.6293 -0.032 -0.082 -0.129
C -1.4868 -2.1013 -1.5603 0.038 -0.032 -0.040
C -0.7801 4.5250 -1.7220 0.003 -0.020 -0.010
H -2.0056 1.9487 -1.5237 -0.020 -0.003 -0.008
Se -3.0020 -5.8627 -2.4415 -0.201 0.135 -0.206
C -3.2843 -0.4315 -1.3699 0.012 -0.013 0.008
C -2.5018 4.2683 0.0777 0.001 -0.018 0.001
Se -2.0719 -7.3117 1.2418 -0.047 -0.095 0.187
H -1.6808 -2.4736 -0.5567 -0.010 -0.001 -0.013
H 6.1099 -0.5562 2.5795 -0.004 0.005 -0.014
H -1.3538 3.9086 -2.4153 -0.004 0.000 -0.001
H -1.8133 0.8278 -3.3372 0.007 0.008 0.006
C -1.7879 -0.6140 -1.6744 -0.025 0.007 -0.035
H 0.2751 4.4290 -1.9843 0.000 0.001 -0.004
C 0.3733 2.2288 0.7962 -0.007 0.028 0.012
C 3.3227 -1.9790 3.8540 0.165 0.073 0.210
C 2.9129 -2.7587 2.7575 0.177 -0.035 0.355
Se 0.5701 -7.7691 -1.8878 0.082 -0.118 -0.059
C 3.6677 -2.7027 1.5701 0.292 0.045 0.007
H -1.0798 5.5659 -1.8685 0.004 -0.001 0.004
C -0.9642 0.2843 -0.7367 0.061 -0.028 -0.014
H -0.4463 -0.2929 -3.3580 0.000 0.000 0.006
C 0.0435 -0.1286 0.1716 -0.029 0.079 -0.081
H 2.7188 -2.0098 4.7519 0.003 0.005 0.000
H -3.6208 0.5968 -1.5088 0.006 0.014 0.000
H 4.7792 -0.6600 4.6829 -0.016 0.005 0.005
O 0.4070 -1.4017 0.3478 0.779 -1.119 0.426
H -3.1305 3.6343 -0.5484 -0.002 0.004 -0.006
H 0.9167 2.9298 1.4125 0.001 -0.005 0.001
S 1.4796 -3.7583 2.9357 -0.094 0.296 -0.761
H -2.0586 -0.8575 -3.8071 -0.011 0.003 0.006
H 0.8593 4.9809 0.4228 0.001 0.001 -0.004
H -3.5034 -0.7258 -0.3418 0.003 0.004 -0.001
Br 2.0162 0.4076 2.1512 -0.047 0.016 -0.035
C -0.2095 5.0355 0.6384 0.007 -0.001 0.007
S 3.2619 -3.6375 0.1381 -0.721 0.205 0.190
H -0.3593 4.8001 1.6938 -0.002 -0.001 -0.001
H -2.1236 -2.6582 -2.2494 -0.033 -0.004 0.003
H -2.8130 5.3055 -0.0713 0.008 0.000 0.005
C 4.4664 -1.2193 3.8108 -0.116 -0.079 0.020


4.
32
Properties=species:S:1:pos:R:3:forces:R:3 method="wB97M-V/def2-TZVPD" largest_force_ev_per_a=1.95 homo_energy_ev=-6.19 total_charge=-1 energy_ha=-840.289504 relative_energy_kcal_mol=34.4 gap_ev=9.20
H 3.1764 -0.4305 1.4754 0.923 -0.429 1.159
H 1.8481 -2.3794 1.2154 -0.454 0.060 -0.028
H 1.6741 -3.0105 2.6238 0.035 -0.223 -0.092
O -1.8507 1.0105 2.3400 -0.192 0.141 -0.173
H 4.5953 1.1860 -1.3386 0.118 -0.216 0.258
O 1.9413 -2.2164 2.1589 0.554 0.060 0.388
H -2.5855 1.4207 1.8696 -0.022 0.387 0.386
H 1.8948 2.5780 -2.3598 0.242 -0.139 -0.032
H -0.5787 -0.9463 0.0093 -0.222 0.028 0.414
H -0.1791 -2.3920 0.1662 -0.120 0.038 0.028
H 0.6243 2.5929 -3.0737 -0.123 -0.231 -0.163
H -2.2924 0.5775 -0.9552 0.350 -0.706 0.152
H -1.0282 -0.4906 3.0934 -0.012 -0.167 0.430
O 4.3144 0.3958 -1.8135 0.243 0.301 0.190
H -2.3010 -1.9615 -0.6439 -0.974 0.201 -0.570
O 3.3721 0.4862 1.7484 -1.027 -0.822 -1.441
H 0.0954 -1.5006 2.9981 0.426 -0.008 -0.373
H -0.9702 2.3972 -1.2600 0.317 0.229 -0.424
H -1.7599 0.2716 1.6860 0.240 0.016 -0.439
H -1.7079 -0.0031 -2.2550 0.059 -0.258 0.036
O -0.7132 -1.3232 3.4771 -0.297 0.043 0.248
H -3.5969 -2.1600 -1.4704 -0.423 0.340 0.135
O 0.1901 -1.5061 0.2325 0.504 -0.209 -0.511
O -2.3113 -0.5876 0.3271 -0.234 0.129 0.205
O 1.5303 2.2616 -3.1948 -0.126 0.399 0.328
H 3.7831 0.7714 -2.5140 -0.443 -0.115 -0.450
O -0.8204 3.3100 -1.5937 -0.043 -0.220 0.292
O -1.7080 0.7900 -1.7185 -0.349 0.691 -0.227
H 2.6896 0.7614 1.1124 0.105 1.335 0.360
H -2.9198 -0.8989 1.0003 -0.155 -0.237 -0.009
H -1.6925 3.4949 -1.9515 -0.010 0.167 -0.151
O -2.7134 -2.4988 -1.3913 1.109 -0.584 0.075